Density functional theory data (ωB97M-V with the def2-TZVPD basis set) for a cluster of 5 separate species, C16H46N4O5 in total in a non-equilibrium geometry.

Values from the calculation:
SMILES: COC[C@H](C)N.COC[C@H](C)N.COC[C@H](C)N.COC[C@H](C)N.O
Kohn-Sham gap, eV: 9.166

The geometry in ORCA input format:
```
! wB97M-V def2-TZVPD RIJCOSX def2/J DEFGRID3
* xyz 0 1
O -0.04 -1.46 -0.13
H 0.74 -0.90 -0.17
H -0.68 -0.97 0.40
C 6.06 -0.83 4.74
C 4.96 -0.21 3.91
C 3.60 -0.76 4.26
O 2.64 -0.17 3.40
C 1.38 -0.82 3.44
N 5.05 1.26 3.99
H 5.82 -0.72 5.81
H 7.00 -0.31 4.57
H 6.21 -1.88 4.51
H 5.14 -0.42 2.85
H 3.33 -0.52 5.31
H 3.58 -1.85 4.17
H 1.49 -1.91 3.35
H 0.84 -0.52 2.54
H 0.80 -0.52 4.31
H 4.24 1.64 3.51
H 4.88 1.55 4.96
C 2.55 1.56 -1.80
C 2.87 1.71 -0.33
C 1.99 2.71 0.37
O 2.28 4.01 -0.10
C 1.80 5.03 0.75
N 2.61 0.41 0.34
H 3.27 0.92 -2.33
H 2.53 2.51 -2.33
H 1.59 1.06 -1.97
H 3.91 2.01 -0.18
H 2.18 2.62 1.45
H 0.92 2.50 0.24
H 2.04 4.83 1.80
H 0.73 5.19 0.62
H 2.31 5.95 0.47
H 2.88 0.50 1.32
H 3.30 -0.27 0.01
C -1.43 -1.12 -4.17
C -2.28 -1.95 -3.22
C -3.29 -2.76 -4.00
O -4.20 -3.36 -3.10
C -5.07 -4.27 -3.73
N -1.42 -2.85 -2.46
H -0.71 -0.52 -3.61
H -2.01 -0.45 -4.82
H -0.83 -1.78 -4.80
H -2.86 -1.29 -2.56
H -2.80 -3.50 -4.64
H -3.83 -2.07 -4.67
H -5.60 -4.83 -2.97
H -4.53 -4.95 -4.39
H -5.84 -3.74 -4.32
H -2.01 -3.40 -1.85
H -0.80 -2.33 -1.85
C -1.66 1.23 -1.12
C -2.52 1.15 0.13
C -3.83 0.46 -0.10
O -4.52 1.10 -1.15
C -5.71 0.42 -1.48
N -1.79 0.41 1.22
H -0.70 1.69 -0.90
H -2.17 1.77 -1.92
H -1.48 0.22 -1.50
H -2.69 2.17 0.50
H -4.44 0.52 0.82
H -3.70 -0.62 -0.29
H -5.52 -0.56 -1.93
H -6.23 1.02 -2.23
H -6.36 0.31 -0.60
H -2.50 -0.10 1.74
H -1.45 1.06 1.91
*
```

---

Density functional theory data (ωB97M-V with the def2-TZVPD basis set) for a cluster of 2 separate species, C4H12 in total in a non-equilibrium geometry.

Values from the calculation:
SMILES: CC.CC
Kohn-Sham gap, eV: 12.672

The geometry in ORCA input format:
```
! wB97M-V def2-TZVPD RIJCOSX def2/J DEFGRID3
* xyz 0 1
C -0.21 1.64 -0.39
C -0.97 2.90 -0.90
H 0.71 1.89 0.12
H -0.91 1.03 0.17
H 0.11 1.03 -1.24
H -0.48 3.83 -0.66
H -1.13 2.81 -1.98
H -2.01 2.78 -0.59
C 1.29 -2.61 0.59
C -0.06 -1.94 0.74
H 2.08 -1.87 0.71
H 1.49 -3.32 1.39
H 1.40 -3.08 -0.38
H -0.99 -2.47 0.55
H -0.16 -1.07 0.10
H -0.17 -1.52 1.74
*
```

---

Density functional theory data (ωB97M-V with the def2-TZVPD basis set) for a structure of composition C9H21AlN2O6P in a non-equilibrium geometry.

Values from the calculation:
Kohn-Sham gap, eV: 7.692

The geometry in ORCA input format:
```
! wB97M-V def2-TZVPD RIJCOSX def2/J DEFGRID3
* xyz -1 1
C 3.58 -0.68 -0.05
C 2.30 -0.11 0.54
C 2.65 0.40 1.94
C 1.70 1.06 -0.28
C 2.59 1.60 -1.39
C 0.36 0.71 -0.94
O -0.44 -0.07 -0.10
C -1.55 -0.73 -0.76
P -1.02 -2.33 -1.64
N 0.72 -2.31 -1.60
O -1.38 -3.51 -0.52
C -2.35 0.23 -1.67
O -3.05 1.10 -0.86
Al -3.83 0.00 0.34
C -3.88 0.50 2.32
O -2.77 1.35 2.76
N -2.76 2.54 2.03
O -3.29 3.41 2.60
O -2.40 -1.14 0.20
H 3.45 -1.04 -1.06
H 3.92 -1.52 0.56
H 4.38 0.04 -0.03
H 1.61 -0.93 0.64
H 1.84 0.97 2.36
H 3.57 0.98 1.91
H 2.84 -0.46 2.59
H 1.54 1.89 0.41
H 2.07 2.43 -1.87
H 2.74 0.84 -2.15
H 3.55 1.93 -1.01
H 0.58 0.20 -1.88
H -0.11 1.66 -1.21
H 1.03 -3.01 -2.27
H 1.08 -2.61 -0.69
H -0.65 -3.61 0.11
H -1.80 0.72 -2.47
H -3.05 -0.45 -2.20
H -5.23 -0.51 -0.22
H -4.82 0.89 2.68
H -3.71 -0.43 2.85
*
```

---

Density functional theory data (ωB97M-V with the def2-TZVPD basis set) for a cluster of 2 separate species, C9H15NO2 in total in a non-equilibrium geometry.

Values from the calculation:
Kohn-Sham gap, eV: 8.594

The geometry in ORCA input format:
```
! wB97M-V def2-TZVPD RIJCOSX def2/J DEFGRID3
* xyz 0 1
C 1.31 1.47 1.21
C -1.06 1.02 -0.78
C -0.26 -1.82 2.13
C 0.57 -0.82 1.42
C 0.75 -2.24 1.07
C 0.24 -2.70 -0.28
C 2.01 -2.94 1.52
C -1.79 3.39 -2.64
C -0.89 3.27 -1.41
N 1.09 0.31 1.50
O -0.42 0.61 -1.70
O -1.37 2.27 -0.51
H 2.09 2.02 1.72
H -1.50 0.38 0.00
H -0.04 -2.03 3.17
H -1.31 -1.86 1.90
H 0.15 -3.79 -0.30
H 0.93 -2.39 -1.07
H -0.73 -2.26 -0.50
H 2.80 -2.80 0.78
H 1.83 -4.01 1.64
H 2.36 -2.54 2.47
H -2.81 3.59 -2.33
H -1.44 4.21 -3.27
H -1.76 2.47 -3.21
H -0.89 4.20 -0.83
H 0.13 3.01 -1.71
*
```

---

no.,total energy (Ha)
1,-1232.37383
2,-159.56892
3,-1500.30304
4,-557.02681